The following is a quantum chemistry calculation of the molecule C6H11NO at a distorted geometry, from the Open Molecules 2025 dataset.

The orbital gap comes out at 0.369 hartree. The calculation puts the highest occupied orbital energy at -0.342 Ha. The structure (SMILES) is [H]/N=C1/O[C@@H](C)C1(C)C. For the LUMO energy, the calculation gives 0.736 eV. As for the spin multiplicity: 1.

Geometry as XYZ:
```
19
Properties=species:S:1:pos:R:3:forces:R:3
H -2.562 -1.319 0.242 0.25 0.22 -0.12
N -2.604 -0.503 -0.366 0.21 1.10 -0.49
C -1.474 0.052 -0.528 0.34 -3.56 1.86
O -1.125 1.095 -1.241 2.41 0.55 0.04
C 0.423 0.833 -0.767 -1.56 1.32 -1.05
C 0.887 2.081 -0.067 0.10 -0.08 0.09
C -0.029 -0.407 -0.019 -1.73 0.32 -0.27
C 0.087 -0.428 1.498 0.18 0.17 0.03
C 0.420 -1.722 -0.649 -0.01 0.06 -0.10
H 0.984 0.635 -1.686 -0.15 0.01 0.15
H 0.946 2.917 -0.768 -0.01 -0.15 0.04
H 0.214 2.366 0.745 0.05 -0.11 -0.10
H 1.886 1.917 0.354 -0.09 0.00 -0.05
H -0.297 0.487 1.956 0.04 -0.09 -0.08
H -0.486 -1.263 1.913 0.05 0.07 -0.13
H 1.129 -0.552 1.811 -0.07 -0.03 -0.01
H 0.247 -1.734 -1.729 0.00 0.07 0.12
H 1.489 -1.891 -0.479 -0.08 0.00 0.06
H -0.132 -2.564 -0.220 0.07 0.12 0.00
```
Positions in Å, forces in eV/Å.

These are the Löwdin partial charges, in e, on atoms 1 to 4:
1. H 0.047
2. N 0.154
3. C -0.473
4. O 0.048


The following is a quantum chemistry calculation of a structure of composition C6H11NO at a distorted geometry, from the Open Molecules 2025 dataset.

The orbital gap comes out at 0.194 hartree. The calculation puts the highest occupied orbital energy at -0.279 Ha. For the LUMO energy, the calculation gives -2.309 eV. As for the spin multiplicity: 1.

Geometry as XYZ:
```
19
Properties=species:S:1:pos:R:3:forces:R:3
O 1.196 0.230 -1.913 -0.37 0.00 0.72
C 1.458 -0.649 -1.044 0.91 -1.99 -3.33
C 1.420 0.007 0.496 1.35 2.68 3.33
C 0.000 0.483 0.812 -1.01 -4.12 1.73
C -1.034 -0.480 0.725 0.35 0.41 -2.01
C -2.330 -0.246 0.175 -0.68 0.11 1.39
C -2.840 0.810 -0.493 -0.62 -1.09 -0.76
N 1.873 -0.678 1.536 -0.46 -0.80 -0.19
H 2.498 -1.039 -1.049 0.13 0.34 0.23
H 0.814 -1.559 -1.017 -0.65 0.48 0.72
H -0.503 1.602 0.143 0.44 2.05 -1.58
H -0.016 0.897 1.818 -0.04 1.34 -0.52
H -0.818 -1.545 0.752 0.69 -0.04 -0.32
H -3.005 -1.086 0.322 -0.27 0.20 0.43
H -3.912 0.758 -0.660 0.07 -0.07 -0.32
H -0.337 2.241 -0.381 -0.31 -0.15 0.33
H -2.319 1.438 -1.195 0.46 0.83 0.84
H 2.020 0.905 0.299 -0.05 -0.04 -0.36
H 2.776 -0.332 1.868 0.08 -0.14 -0.31
```
Positions in Å, forces in eV/Å.

These are the Löwdin partial charges, in e, on atoms 1 to 4:
1. O -0.057
2. C -0.371
3. C -0.441
4. C -0.159


The following is a quantum chemistry calculation of a cluster of 2 separate species, C6H11NO in total at a distorted geometry, from the Open Molecules 2025 dataset.

The orbital gap comes out at 0.332 hartree. The calculation puts the highest occupied orbital energy at -0.315 Ha. The structure (SMILES) is CC1=C(C)C1.NC=O. For the LUMO energy, the calculation gives 0.476 eV. As for the spin multiplicity: 1.

Geometry as XYZ:
```
19
Properties=species:S:1:pos:R:3:forces:R:3
C 0.056 -0.798 -1.772 -1.51 0.55 -0.32
C 0.031 -0.642 -0.302 2.95 0.91 -0.19
C 0.951 -0.130 0.537 -0.52 -0.28 -2.64
C 2.270 0.474 0.267 0.16 0.90 0.77
C 0.565 -1.513 0.734 -1.12 -1.17 1.88
H 0.132 0.174 -2.268 0.05 -0.13 -0.07
H 0.886 -1.430 -2.102 0.14 0.00 0.34
H -0.869 -1.280 -2.103 0.13 0.04 -0.25
H 2.164 1.496 -0.107 0.16 -0.05 0.03
H 2.821 -0.102 -0.483 -0.21 -0.14 -0.06
H 2.877 0.483 1.177 0.08 0.21 -0.16
H -0.092 -1.738 1.564 0.10 -0.50 0.24
H 1.281 -2.273 0.448 0.14 -0.52 0.04
N -2.270 1.890 0.562 0.43 -0.80 -0.43
C -2.055 0.560 0.864 -2.18 0.59 2.50
O -2.912 -0.298 0.662 1.55 0.64 -0.52
H -1.549 2.573 0.750 -0.23 -0.16 -0.23
H -3.019 2.086 -0.089 0.24 0.17 0.10
H -1.267 0.469 1.662 -0.38 -0.26 -1.03
```
Positions in Å, forces in eV/Å.

These are the Löwdin partial charges, in e, on atoms 1 to 4:
1. C -0.041
2. C -0.251
3. C -0.228
4. C -0.052


The following is a quantum chemistry calculation of the molecule C6H11NO at a distorted geometry, from the Open Molecules 2025 dataset.

The orbital gap comes out at 0.282 hartree. The calculation puts the highest occupied orbital energy at -0.275 Ha. The structure (SMILES) is CCN(C)[C@H]1CC1=O. For the LUMO energy, the calculation gives 0.176 eV. As for the spin multiplicity: 1.

Geometry as XYZ:
```
19
Properties=species:S:1:pos:R:3:forces:R:3
C -1.684 1.399 -0.333 -0.22 -0.15 -0.21
C -0.585 0.978 0.618 3.10 -0.32 -1.51
N 0.670 0.227 -0.142 -1.58 0.97 0.72
C 1.949 0.852 -0.394 -0.20 -0.17 0.90
C 0.634 -1.211 -0.282 -2.35 3.43 -0.86
C 0.060 -2.011 0.843 -1.26 -1.02 2.00
C -0.817 -1.602 -0.260 2.35 -3.68 -2.11
O -1.499 -2.187 -1.074 -1.21 0.96 0.66
H -1.287 1.972 -1.176 0.02 -0.17 0.12
H -2.398 2.043 0.193 0.11 -0.08 0.04
H -2.250 0.548 -0.717 0.10 0.07 -0.08
H -0.098 1.876 1.006 0.00 -0.11 0.07
H -0.973 0.445 1.489 0.27 -0.34 -0.22
H 2.344 0.501 -1.356 -0.11 0.19 0.06
H 1.873 1.942 -0.408 -0.03 -0.14 -0.05
H 2.665 0.553 0.382 0.37 0.29 -0.03
H 1.228 -1.684 -1.058 0.18 0.24 0.14
H -0.122 -1.571 1.813 0.67 0.18 0.18
H 0.290 -3.070 0.856 -0.19 -0.16 0.19
```
Positions in Å, forces in eV/Å.

These are the Löwdin partial charges, in e, on atoms 1 to 4:
1. C -0.099
2. C -0.149
3. N -0.170
4. C -0.112


The following is a quantum chemistry calculation of the molecule C6H11NO2 at a distorted geometry, from the Open Molecules 2025 dataset.

The orbital gap comes out at 0.341 hartree. The calculation puts the highest occupied orbital energy at -0.324 Ha. The structure (SMILES) is C[C@@]1([C@H](N)CO)CC1=O. For the LUMO energy, the calculation gives 0.441 eV. As for the spin multiplicity: 1.

Geometry as XYZ:
```
20
Properties=species:S:1:pos:R:3:forces:R:3
C -1.964 -0.396 -0.976 -0.12 0.16 -0.14
C -0.778 -0.462 -0.036 -0.51 -0.17 -1.50
C 0.262 0.637 -0.179 1.53 0.19 0.47
N 0.492 0.994 -1.576 0.64 -0.30 -0.05
C 1.679 0.296 0.489 -0.57 0.36 -0.84
O 2.449 1.503 0.532 0.13 0.02 0.18
C -1.098 -0.920 1.378 -1.12 -0.90 1.34
C -0.331 -1.765 0.480 2.89 1.19 1.24
O 0.713 -2.366 0.618 -0.96 -0.86 -0.87
H -1.657 -0.584 -2.010 0.04 0.07 0.17
H -2.434 0.593 -0.930 -0.02 -0.08 0.01
H -2.723 -1.142 -0.718 0.17 0.11 0.02
H -0.092 1.538 0.337 -0.26 -0.17 0.51
H -0.306 1.472 -1.986 0.29 0.03 0.18
H 1.318 1.597 -1.605 -0.51 -0.11 -0.18
H 2.220 -0.416 -0.143 -0.38 -0.16 0.03
H 1.639 -0.097 1.508 -0.57 -0.14 -0.16
H 3.275 1.275 0.991 -0.41 0.29 -0.34
H -0.566 -0.497 2.221 0.08 -0.06 0.08
H -2.099 -1.261 1.604 -0.36 0.55 -0.14
```
Positions in Å, forces in eV/Å.

These are the Löwdin partial charges, in e, on atoms 1 to 4:
1. C -0.028
2. C -0.363
3. C -0.295
4. N 0.048


The following is a quantum chemistry calculation of the molecule C6H11NO2 at a distorted geometry, from the Open Molecules 2025 dataset.

The orbital gap comes out at 0.361 hartree. The calculation puts the highest occupied orbital energy at -0.337 Ha. The structure (SMILES) is O=CN1C[C@@H]1CCCO. For the LUMO energy, the calculation gives 0.645 eV. As for the spin multiplicity: 1.

Geometry as XYZ:
```
20
Properties=species:S:1:pos:R:3:forces:R:3
O 2.813 1.525 -0.466 -1.06 -0.81 0.14
C 1.810 1.106 0.112 4.16 -0.31 -0.86
N 1.699 -0.198 0.545 -2.21 0.57 -0.04
C 1.738 -1.456 -0.172 2.87 -0.63 4.72
C 0.442 -0.977 0.452 3.16 -2.44 2.07
C -0.453 -0.814 -0.623 -3.52 -0.92 -5.97
C -1.870 -0.258 -0.402 0.91 -2.89 4.65
C -1.645 0.956 0.439 2.66 2.46 2.07
O -0.554 1.971 -0.276 -2.74 0.71 2.25
H 1.097 1.795 0.413 -0.94 0.42 1.05
H 1.975 -1.497 -1.228 -0.16 -0.10 0.09
H 2.343 -2.048 0.702 -1.16 0.22 -3.29
H 0.165 -1.690 1.324 0.16 1.86 -1.18
H -0.522 -1.846 -1.162 -0.29 1.51 0.95
H -0.070 -0.181 -1.464 0.41 -0.36 0.92
H -2.662 -0.367 -1.104 0.10 0.91 -1.39
H -2.348 -1.054 0.389 0.97 1.81 -1.20
H -2.555 1.501 0.622 -0.14 0.54 0.09
H -1.100 0.735 1.554 -1.62 0.30 -3.26
H -0.306 2.796 0.345 -1.58 -2.85 -1.80
```
Positions in Å, forces in eV/Å.

These are the Löwdin partial charges, in e, on atoms 1 to 4:
1. O 0.024
2. C -0.312
3. N 0.000
4. C -0.073


The following is a quantum chemistry calculation of the molecule C6H11NO2 at a distorted geometry, from the Open Molecules 2025 dataset.

The orbital gap comes out at 0.363 hartree. The calculation puts the highest occupied orbital energy at -0.340 Ha. The structure (SMILES) is CN[C@@H]1[C@H](O)C=C[C@@H]1O. For the LUMO energy, the calculation gives 0.623 eV. As for the spin multiplicity: 1.

Geometry as XYZ:
```
20
Properties=species:S:1:pos:R:3:forces:R:3
C 0.073 1.567 1.031 0.08 0.50 3.82
N 0.259 1.541 -0.314 -1.99 -1.21 -5.57
C 0.010 0.186 -0.925 1.96 -0.62 -1.33
C -1.266 -0.578 -0.481 0.74 -1.94 -0.96
O -2.273 0.315 -0.128 0.76 0.96 0.18
C -0.770 -1.422 0.689 0.78 0.44 0.00
C 0.562 -1.439 0.683 0.30 -0.50 0.76
C 1.221 -0.778 -0.478 -1.96 1.87 0.85
O 2.362 0.009 -0.138 0.27 -2.13 -0.51
H 0.794 0.888 1.470 0.03 0.13 0.69
H -0.921 1.336 1.425 0.01 -0.14 -0.10
H 0.313 2.588 1.289 0.12 0.34 0.87
H -0.476 2.162 -0.718 1.05 -0.52 -0.06
H 0.190 0.143 -2.044 -0.95 1.11 1.07
H -1.550 -1.336 -1.336 0.08 1.62 1.26
H -3.100 -0.032 -0.371 -1.72 -0.66 -0.47
H -1.388 -1.869 1.468 -0.01 0.16 -0.40
H 1.230 -1.842 1.423 -0.12 -0.50 0.40
H 1.325 -1.554 -1.244 0.94 0.43 -0.20
H 2.087 0.924 -0.146 -0.37 0.67 -0.29
```
Positions in Å, forces in eV/Å.

These are the Löwdin partial charges, in e, on atoms 1 to 4:
1. C -0.178
2. N -0.089
3. C -0.192
4. C -0.346


The following is a quantum chemistry calculation of the ion C6H11NO2P with charge +1 at a distorted geometry, from the Open Molecules 2025 dataset.

The orbital gap (spin up / spin down) comes out at 0.180 / 0.180 hartree. As for the charge: +1. The calculation puts the highest occupied orbital energy (spin up / spin down) at -0.445 / -0.444 Ha. For the LUMO energy (spin up / spin down), the calculation gives -7.203 / -7.204 eV. As for the spin multiplicity: 1.

Geometry as XYZ:
```
21
Properties=species:S:1:pos:R:3:forces:R:3
C 0.514 0.885 0.094 1.05 1.98 -1.87
C -0.169 -1.973 0.125 0.48 -2.10 -3.75
C -1.670 -2.053 0.418 -2.92 -0.97 2.67
C 1.670 0.541 -2.115 -0.26 -1.39 1.61
C 1.016 0.032 -1.054 -1.63 0.53 0.46
C 0.513 3.197 0.704 0.76 -0.67 2.98
N 0.395 -1.210 -1.042 -2.59 -2.97 -0.42
O -0.363 0.594 0.882 -0.74 -0.34 1.00
O 1.070 2.108 -0.002 -0.28 -1.78 -0.15
P -2.252 -0.970 1.888 0.14 0.46 -2.83
H 0.325 -1.719 0.979 1.50 0.45 2.21
H 0.022 -3.067 -0.122 0.40 1.34 0.37
H -2.474 -1.880 -0.307 0.80 0.49 -0.54
H -2.014 -3.160 0.763 1.17 2.21 -0.42
H 1.872 1.570 -2.186 0.42 0.91 -0.01
H 2.080 -0.166 -2.797 -0.08 -0.17 -0.86
H 0.185 2.822 1.754 0.50 1.01 -1.78
H -0.286 3.614 0.160 -1.13 0.40 -0.59
H 1.335 3.918 0.763 -0.37 -0.10 0.26
H -0.152 -1.569 -1.883 1.70 1.28 1.13
H -1.619 -1.516 2.978 1.09 -0.57 0.51
```
Positions in Å, forces in eV/Å.

These are the Löwdin partial charges, in e, on atoms 1 to 4:
1. C -0.387
2. C -0.249
3. C -0.405
4. C 0.145


The following is a quantum chemistry calculation of the molecule C6H11NO2Si at a distorted geometry, from the Open Molecules 2025 dataset.

The orbital gap comes out at 0.376 hartree. The calculation puts the highest occupied orbital energy at -0.365 Ha. The structure (SMILES) is C[Si]1(C)C=C[C@@H]([N+](=O)[O-])C1. For the LUMO energy, the calculation gives 0.302 eV. As for the spin multiplicity: 1.

Geometry as XYZ:
```
21
Properties=species:S:1:pos:R:3:forces:R:3
C 1.812 0.636 0.456 0.53 -0.45 -1.45
Si 0.262 -0.345 0.059 -2.07 1.62 -0.20
C 0.021 -2.220 -0.023 2.45 0.00 0.47
C -0.335 0.745 -1.464 -2.08 -0.73 2.15
C -1.505 1.391 -1.177 1.88 -2.54 -0.08
C -2.244 1.000 0.129 4.16 0.71 -0.16
N -3.094 -0.212 -0.035 -1.08 -0.51 -0.71
O -4.262 0.025 0.142 -0.96 -0.24 0.17
O -2.668 -1.336 -0.334 -0.04 2.15 0.45
C -1.090 0.547 1.164 -1.35 -1.18 -0.46
H 1.438 1.659 0.333 0.19 -0.12 0.19
H 2.212 0.485 1.413 0.31 -0.06 1.66
H 2.698 0.525 -0.200 -0.63 -0.07 -0.07
H -0.968 -2.607 -0.175 -0.23 0.28 -0.52
H 0.747 -2.458 -0.829 -0.66 -0.49 0.08
H 0.411 -2.783 0.857 -0.04 0.69 -0.36
H 0.098 0.835 -2.421 0.63 0.39 -0.94
H -1.918 2.047 -1.910 -0.69 0.50 -0.11
H -2.746 1.939 0.376 -0.96 -1.07 0.67
H -0.657 1.411 1.634 0.11 0.55 0.08
H -1.561 -0.069 1.987 0.52 0.56 -0.87
```
Positions in Å, forces in eV/Å.

These are the Löwdin partial charges, in e, on atoms 1 to 4:
1. C -0.189
2. Si 0.651
3. C -0.180
4. C -0.096


The following is a quantum chemistry calculation of a cluster of 2 separate species, C6H11NO3 in total at a distorted geometry, from the Open Molecules 2025 dataset.

The orbital gap comes out at 0.382 hartree. The calculation puts the highest occupied orbital energy at -0.367 Ha. The structure (SMILES) is C=C(C)C(C)=O.NC(=O)O. For the LUMO energy, the calculation gives 0.400 eV. As for the spin multiplicity: 1.

Geometry as XYZ:
```
21
Properties=species:S:1:pos:R:3:forces:R:3
C -2.289 -1.078 -0.504 0.24 0.07 0.09
C -1.707 -0.445 0.512 -0.50 0.60 -0.16
C -2.150 -0.629 1.933 0.24 0.13 0.04
C -0.713 0.679 0.297 -0.65 -0.76 -0.01
C -0.648 1.328 -1.049 0.26 0.11 -0.08
O -0.042 1.044 1.246 0.02 0.05 0.06
H -3.120 -1.745 -0.344 0.05 -0.30 0.12
H -1.959 -0.970 -1.523 0.03 0.21 -0.20
H -2.817 -1.480 2.043 0.07 -0.10 -0.01
H -2.673 0.261 2.285 -0.02 0.09 0.01
H -1.273 -0.731 2.570 -0.06 -0.16 0.11
H -1.623 1.376 -1.522 -0.09 0.09 0.03
H 0.010 0.726 -1.679 -0.01 -0.06 0.03
H -0.200 2.316 -0.963 -0.05 0.00 0.05
N 3.931 -0.412 -0.809 0.06 -0.20 0.44
C 2.610 -0.180 -0.592 0.83 1.89 -0.77
O 1.753 -0.568 -1.350 -0.60 -0.64 0.55
O 2.462 0.783 0.369 0.08 -1.27 0.33
H 4.615 -0.059 -0.165 -0.03 0.00 -0.07
H 4.216 -0.915 -1.630 -0.10 -0.05 0.10
H 1.617 0.698 0.872 0.23 0.31 -0.65
```
Positions in Å, forces in eV/Å.

These are the Löwdin partial charges, in e, on atoms 1 to 4:
1. C 0.084
2. C -0.275
3. C -0.055
4. C -0.386


Energy above the lowest of the compared OMol25 structures with the same formula, charge and spin / kJ/mol: 136.9 1064.1 372.4 450.6 319.6 582.7 283.2 312.7 152.4 96.0